[1]
ORCA calculation (ωB97M-V/def2-TZVPD) on a structure of composition C23H17F9HfN3O8S2.

Atoms and positions in Å:
Hf  0.37  -0.09  -0.04
S  0.52  2.11  -1.69
S  -2.00  -0.30  -1.32
F  0.59  -3.63  2.64
F  -1.51  -1.83  1.48
F  2.09  -0.42  4.17
F  0.93  -2.10  4.88
F  2.37  -2.44  2.29
F  0.80  -2.51  0.79
F  -1.59  -2.31  3.60
F  0.06  -0.12  4.83
F  -1.80  -0.26  2.94
O  0.50  2.03  -0.17
O  1.33  3.13  -2.23
O  0.89  0.69  -2.01
O  -1.66  0.49  -0.08
O  -0.79  -1.23  -1.37
O  4.99  -1.07  -5.47
O  -3.25  -0.95  -1.36
O  0.71  -0.16  1.93
N  4.17  -1.42  -3.39
N  2.55  -0.63  -0.22
N  6.47  -1.04  -3.76
C  5.22  -1.19  -4.29
C  2.90  -1.20  -1.38
C  7.12  -2.99  -0.66
C  1.05  -2.50  2.16
C  -1.18  -1.40  2.74
C  8.69  -2.62  1.29
C  -2.41  3.21  -4.15
C  -3.00  0.99  -3.42
C  3.29  0.40  0.24
C  6.57  -2.63  -1.88
C  7.00  -1.47  -2.51
C  8.55  -1.09  -0.71
C  -1.33  3.23  -3.26
C  3.95  -0.79  -2.17
C  4.72  0.27  -1.67
C  8.11  -2.23  -0.04
C  -1.96  1.00  -2.53
C  -1.09  2.14  -2.45
C  8.00  -0.71  -1.93
C  -3.21  2.10  -4.25
C  0.37  -1.22  2.75
C  0.88  -0.96  4.20
C  4.40  0.84  -0.46
H  3.01  0.82  1.20
H  -3.67  0.15  -3.45
H  9.78  -2.66  1.25
H  8.35  0.19  -2.43
H  2.28  -2.04  -1.71
H  3.36  -1.80  -3.86
H  -4.03  2.08  -4.96
H  9.33  -0.48  -0.28
H  5.84  -3.27  -2.36
H  8.33  -3.60  1.60
H  4.99  1.66  -0.07
H  6.78  -3.90  -0.18
H  -2.59  4.07  -4.78
H  -0.66  4.07  -3.23
H  8.42  -1.90  2.07
H  7.13  -0.69  -4.44
H  5.56  0.64  -2.24

## Properties
- Spin multiplicity: 1
- Net charge: +1


[2]
ORCA calculation (ωB97M-V/def2-TZVPD) on an isolated molecule of C18H21ClN4O4S3.

Atoms and positions in Å:
Cl  4.64  6.45  3.09
S  2.70  0.52  -0.14
S  -1.49  1.31  3.84
S  2.82  4.08  3.01
O  1.03  -1.87  1.16
O  -2.78  -4.07  -2.42
O  -1.62  -3.34  -4.23
O  -0.84  1.57  0.65
N  -1.30  -2.37  -2.24
N  0.91  1.87  3.13
N  -0.43  0.02  -0.92
N  0.22  -0.33  2.55
C  -0.42  -1.42  -2.89
C  1.05  5.37  4.36
C  1.31  1.67  -0.35
C  -1.46  -5.69  -4.86
C  0.41  3.00  3.72
C  3.15  5.70  3.50
C  -0.07  1.07  -0.17
C  0.42  -0.69  -1.85
C  2.13  6.26  4.20
C  -0.87  2.88  4.17
C  -1.63  -2.10  -0.86
C  2.47  0.00  1.59
C  1.26  4.15  3.78
C  0.05  0.92  3.09
C  -1.97  -3.33  -2.92
C  -1.73  -0.59  -0.67
C  -2.21  -4.38  -5.02
C  1.21  -0.81  1.73
H  -2.16  -4.01  -6.04
H  -0.85  -2.50  -0.20
H  -1.01  -0.70  -3.48
H  -1.48  3.61  4.66
H  1.42  2.47  0.38
H  -2.04  -0.34  0.34
H  2.46  0.89  2.22
H  0.23  -1.95  -3.59
H  -2.47  -0.18  -1.36
H  1.04  -1.42  -1.32
H  -0.41  -5.56  -5.12
H  -3.25  -4.50  -4.72
H  1.08  0.01  -2.36
H  3.33  -0.63  1.81
H  -1.53  -6.04  -3.84
H  -2.57  -2.59  -0.64
H  -1.89  -6.44  -5.52
H  -0.59  -0.93  2.60
H  2.15  7.26  4.59
H  0.15  5.63  4.89
H  1.42  2.07  -1.36

## Properties
- Spin multiplicity: 1
- Structure (SMILES): CCOC(=O)N1CCN(C(=O)CSCC(=O)Nc2nc(-c3ccc(Cl)s3)cs2)CC1
- ΔE to the lowest compared entry with this formula, charge and spin: 16.0 kJ/mol
- Net charge: 0


[3]
ORCA calculation (ωB97M-V/def2-TZVPD) on a structure of composition C5H8O.

Atoms and positions in Å:
O  -0.51  -1.44  0.36
C  0.40  0.61  1.06
C  1.25  0.02  -0.10
C  0.14  -0.83  -0.78
C  -0.89  -0.08  0.67
C  -1.00  0.18  -0.87
H  2.06  -0.61  0.28
H  1.66  0.79  -0.76
H  -1.74  -0.07  1.37
H  -0.75  1.11  -1.41
H  0.45  -1.54  -1.55
H  -2.00  -0.15  -1.09
H  0.25  1.70  1.00
H  0.76  0.35  2.05

## Properties
- Spin multiplicity: 1
- ΔE to the lowest compared entry with this formula, charge and spin: 165.7 kJ/mol
- Net charge: 0


[4]
ORCA calculation (ωB97M-V/def2-TZVPD) on an isolated molecule of C16H17FN2O2.

Atoms and positions in Å:
F  0.57  1.90  5.22
O  0.75  -0.95  -4.85
O  0.60  1.49  -3.36
N  -0.34  -0.31  0.80
N  1.14  0.26  -1.55
C  -0.02  -1.36  -0.14
C  1.43  -1.87  -5.55
C  2.65  -1.37  -3.77
C  1.48  -0.65  -3.76
C  1.01  0.45  -2.88
C  -0.54  0.94  0.09
C  -0.54  1.56  4.55
C  -1.76  2.09  4.95
C  0.75  1.32  -0.64
C  2.61  -2.16  -4.94
C  -2.81  0.85  3.18
C  -1.59  0.32  2.80
C  -1.48  -0.64  1.64
C  -2.90  1.72  4.26
C  -0.44  0.68  3.49
C  1.28  -1.01  -0.88
H  -3.71  0.57  2.65
H  3.36  -2.85  -5.28
H  1.55  1.46  0.09
H  -2.42  -0.66  1.07
H  -0.79  1.72  0.82
H  2.09  -0.94  -0.15
H  1.52  -1.80  -1.60
H  -1.31  -1.65  2.04
H  0.61  2.23  -1.22
H  -3.85  2.12  4.55
H  -1.80  2.77  5.79
H  0.98  -2.23  -6.46
H  -1.36  0.87  -0.64
H  0.12  -2.30  0.40
H  0.52  0.29  3.20
H  3.44  -1.32  -3.05
H  -0.82  -1.51  -0.89

## Properties
- Spin multiplicity: 1
- Structure (SMILES): O=C(c1ccco1)N1CCN(Cc2cccc(F)c2)CC1
- ΔE to the lowest compared entry with this formula, charge and spin: 117.8 kJ/mol
- Net charge: 0


no.,Kohn-Sham gap (eV),F_max (hartree/bohr)
1,7.449,0.0308
2,8.218,0.0260
3,10.796,0.0202
4,9.632,0.0194